[1]
Below is C30H29F2FeN8S as an isolated structure, with properties calculated with wB97M-V/def2-TZVPD.

Geometry as XYZ:
```
71
C30H29F2FeN8S | the OMol25 dataset | wB97M-V/def2-TZVPD
Fe -0.3995 0.9836 0.4910
N 3.6469 1.8395 1.7923
C 2.3554 1.5405 1.8266
N 1.4936 1.8732 0.9050
C 1.9486 2.6009 -0.2128
N 1.0943 3.0062 -1.0904
N -0.1579 2.6848 -0.5888
C -1.0472 3.5928 -0.5137
C -2.0264 3.3769 0.5663
C -3.0431 4.2648 0.8521
C -3.6724 4.1802 2.0888
C -3.2141 3.2519 3.0043
C -2.2093 2.3687 2.6291
N -1.6557 2.3818 1.4187
C 3.3735 2.8590 -0.3516
C 3.9135 3.4938 -1.4738
C 5.2670 3.7440 -1.5339
C 6.0995 3.3715 -0.4748
C 5.5845 2.7432 0.6406
C 4.2195 2.4875 0.6909
H 4.2361 1.5715 2.5688
H 2.0073 0.9780 2.6849
H -0.9354 4.5524 -1.0100
H -3.3071 5.0311 0.1363
H -4.4674 4.8659 2.3472
H -3.6166 3.2020 4.0053
H -1.8270 1.6430 3.3302
H 3.2523 3.7939 -2.2743
H 5.6870 4.2392 -2.3977
H 7.1594 3.5778 -0.5262
H 6.2278 2.4548 1.4620
F -2.8184 -2.1635 4.1197
C -1.7858 -1.9662 3.2982
C -1.7813 -0.8300 2.5021
C -0.7111 -0.5884 1.6435
C 0.2688 -1.5947 1.5148
C 0.2343 -2.7022 2.3598
F 1.1743 -3.6561 2.2579
C -0.7681 -2.8994 3.2838
C 1.1233 -1.4507 0.3372
C 2.0925 -2.3467 -0.1209
C 2.7319 -2.0997 -1.3193
C 2.3959 -0.9698 -2.0551
C 1.4426 -0.1173 -1.5420
N 0.8281 -0.3400 -0.3711
H -2.6445 -0.1877 2.5611
H -0.7805 -3.7673 3.9274
H 2.3351 -3.2207 0.4602
H 3.4839 -2.7880 -1.6820
H 2.8651 -0.7477 -3.0025
H 1.1422 0.7734 -2.0759
C -2.4730 -4.4822 0.0083
C -3.3033 -3.4027 -0.6641
N -2.7532 -2.0440 -0.5093
C -2.0927 -1.2749 -1.3585
S -2.0175 0.4633 -1.0364
N -1.5820 -1.6458 -2.5250
C -1.4056 -2.9596 -3.1612
C -2.4534 -3.2447 -4.2254
H -2.9387 -5.4547 -0.1480
H -2.4129 -4.3085 1.0787
H -1.4557 -4.5222 -0.3865
H -4.2997 -3.3701 -0.2235
H -3.4468 -3.5987 -1.7197
H -2.9939 -1.5671 0.3564
H -1.2531 -0.8587 -3.0664
H -1.3764 -3.7241 -2.3935
H -0.4116 -2.9379 -3.6101
H -3.4605 -3.2647 -3.8093
H -2.2551 -4.2093 -4.6903
H -2.4303 -2.4848 -5.0058
```

- Kohn-Sham gap (spin up / spin down): 7.8 / 7.8 eV
- Spin multiplicity: 2
- <S²>: 0.80
- E_tot: -94146.9323 eV
- Total charge: +2



[2]
Below is a 2-piece molecular cluster, C30H29N3O4 overall at a distorted geometry, with properties calculated with wB97M-V/def2-TZVPD.

Geometry as XYZ:
```
66
C30H29N3O4 | the OMol25 dataset | wB97M-V/def2-TZVPD
C -1.3192 -3.1064 3.2606
O -0.9291 -1.7420 3.0835
C -1.9136 -0.8477 2.7986
C -1.4550 0.4656 2.5915
N -0.0473 0.6794 2.6826
C 0.8893 0.0521 1.8840
N 2.0708 0.4054 2.4776
C 3.3366 -0.0445 1.9926
C 1.8794 1.2465 3.5844
C 0.5551 1.4013 3.7197
C -2.3662 1.5161 2.8806
O -1.8656 2.7666 3.1377
C -2.8274 3.8391 3.0421
C -3.7551 1.2371 2.9705
C -4.2055 -0.0778 2.9211
C -3.2997 -1.1323 2.8772
H -0.3906 -3.6156 3.4957
H -2.0377 -3.2137 4.0752
H -1.7290 -3.4712 2.3207
H 3.1738 -0.7793 1.1815
H 3.9564 0.7747 1.5648
H 3.9481 -0.5422 2.7761
H 2.6735 1.6713 4.1644
H -0.0377 1.8959 4.4579
H -2.2438 4.7564 3.0632
H -3.3729 3.7554 2.0984
H -3.5351 3.8195 3.8766
H -4.4640 2.0604 3.0945
H -5.2784 -0.2729 2.9389
H -3.6554 -2.1624 2.9340
C 6.1504 0.5007 -3.2379
N 4.9592 0.0326 -3.9349
C 4.7619 0.4901 -5.3034
C 3.8282 -0.2866 -3.1615
C 3.0945 0.7259 -2.5121
C 2.0658 0.3854 -1.6430
C 1.7092 -0.9643 -1.4135
C 0.5794 -1.2557 -0.5289
C -0.6867 -0.9711 -0.9623
C -1.9019 -1.5983 -0.4132
O -1.9662 -2.5765 0.3532
C -3.0495 -0.9396 -1.0824
C -2.6170 -0.1088 -2.1227
C -3.5466 0.5486 -2.9334
C -4.9091 0.3709 -2.6895
C -5.3364 -0.4619 -1.6381
C -4.4024 -1.0880 -0.8053
C -1.1124 -0.1062 -2.1518
O -0.4453 0.4292 -3.0202
C 2.4331 -1.9709 -2.1133
C 3.4599 -1.6382 -2.9864
H 6.1732 0.0300 -2.2431
H 7.0380 0.1938 -3.8042
H 6.1574 1.5971 -3.1114
H 3.8289 0.0377 -5.6734
H 4.6745 1.5900 -5.3705
H 5.6033 0.1557 -5.9248
H 3.3689 1.7664 -2.7133
H 1.4667 1.1825 -1.2009
H 0.7289 -1.7408 0.4533
H -3.2016 1.1845 -3.7445
H -5.6515 0.8699 -3.3107
H -6.4002 -0.6277 -1.4792
H -4.6881 -1.6894 0.0597
H 2.0664 -2.9976 -2.0506
H 4.0125 -2.4044 -3.5322
```

- Kohn-Sham gap: 7.8 eV
- ΔE to the lowest compared entry with this formula, charge and spin: 502.04 kJ/mol
- E_tot: -44237.1065 eV



[3]
Below is C30H29N4O6RuS2 as an isolated structure at a distorted geometry, with properties calculated with wB97M-V/def2-TZVPD.

Geometry as XYZ:
```
72
C30H29N4O6RuS2 | the OMol25 dataset | wB97M-V/def2-TZVPD
Ru -1.1581 -0.3472 1.0391
O 0.1522 2.7713 3.3783
C -0.0949 1.7064 2.8146
N -0.9312 1.5063 1.7704
C -1.7621 2.4677 1.2054
C -1.8765 3.7990 1.6185
C -2.7645 4.6529 0.9864
C -3.5545 4.1959 -0.0593
C -3.4605 2.8834 -0.4898
C -2.5689 1.9974 0.1272
N -2.3873 0.6594 -0.1912
C -3.0861 -0.0168 -1.1312
O -3.9555 0.4228 -1.8834
C -2.6674 -1.4387 -1.2010
C -3.3359 -2.3428 -2.0179
C -2.9081 -3.6505 -2.0737
C -1.7890 -4.0175 -1.3333
C -1.1694 -3.0587 -0.5576
N -1.6009 -1.8060 -0.4760
C 0.5551 0.4451 3.2519
C 1.3670 0.4362 4.3763
C 1.9483 -0.7430 4.7894
C 1.7059 -1.8886 4.0476
C 0.8902 -1.7988 2.9371
N 0.3266 -0.6650 2.5293
H -1.2634 4.1358 2.4372
H -2.8397 5.6832 1.3164
H -4.2560 4.8698 -0.5389
H -4.0680 2.5226 -1.3024
H -4.1802 -1.9742 -2.5841
H -3.4233 -4.3823 -2.6832
H -1.4083 -5.0288 -1.3551
H -0.2854 -3.2962 0.0163
H 1.5048 1.3732 4.8975
H 2.5743 -0.7815 5.6723
H 2.1215 -2.8449 4.3319
H 0.6760 -2.6745 2.3471
C 2.5226 1.4191 1.1300
C 3.4666 0.4469 0.4174
C 3.3500 -0.9707 0.9764
C 3.2244 0.4546 -1.0755
C 4.2851 0.8086 -1.8919
C 4.1679 0.8871 -3.2716
C 2.9201 0.6345 -3.8218
C 1.8203 0.2793 -3.0587
C 0.5137 0.0626 -3.7964
C -0.6093 0.9340 -3.2277
C 0.1367 -1.4186 -3.7816
C 1.9243 0.1216 -1.6193
O 0.9334 -0.2551 -0.8818
H 2.7278 1.4586 2.2042
H 1.4934 1.1005 0.9782
H 2.6302 2.4243 0.7170
H 4.4947 0.7890 0.5899
H 2.3613 -1.3592 0.7473
H 3.4938 -0.9777 2.0609
H 4.0966 -1.6243 0.5166
H 5.2401 1.0434 -1.4266
H 5.0122 1.1679 -3.8919
H 2.7953 0.7281 -4.8989
H 0.6769 0.3549 -4.8412
H -0.7347 0.7189 -2.1692
H -1.5600 0.7444 -3.7355
H -0.3607 1.9925 -3.3341
H 0.0496 -1.7378 -2.7499
H 0.9134 -2.0179 -4.2645
H -0.8143 -1.5943 -4.2944
O -3.4035 -3.1861 3.5566
S -2.3759 -2.2121 3.2165
O -1.5455 -1.8379 4.3516
O -1.5947 -2.6521 2.0358
S -3.2784 -0.4990 2.5219
```

- Kohn-Sham gap (spin up / spin down): 6.2 / 6.3 eV
- ΔE to the lowest compared entry with this formula, charge and spin: 0.00 kJ/mol
- Spin multiplicity: 2
- <S²>: 0.77
- E_tot: -74083.1822 eV
- Total charge: -2